C20H45N3O10P3 | the ωB97M-V functional and the def2-TZVPD basis

Geometry (Å):
C (-1.45420, 3.52018, 4.25131)
C (-1.11986, 3.12269, 2.76154)
C (-2.30472, 3.50442, 1.88885)
C (-2.55906, 4.80984, 1.58002)
N (-3.67807, 4.79897, 0.76528)
C (-4.05262, 3.55383, 0.61514)
P (-5.53131, 3.25299, -0.45670)
N (-5.93306, 4.66775, -1.01693)
N (-3.26837, 2.70041, 1.29178)
C (-3.33855, 1.24359, 1.44017)
C (-3.61100, 0.44003, 0.13092)
C (-2.42504, -0.53888, -0.04992)
O (-2.29519, -1.54122, 0.58739)
O (-1.51287, -0.21105, -1.02007)
H (-1.11197, 4.54861, 4.40741)
H (-2.54978, 3.51568, 4.34732)
H (-0.99836, 2.79569, 4.93141)
H (-0.25447, 3.70839, 2.42107)
H (-0.83384, 2.06691, 2.66444)
H (-1.99657, 5.66830, 1.92344)
H (-4.14934, 5.60707, 0.36163)
H (-6.59103, 2.64406, 0.25503)
H (-5.13866, 2.45584, -1.56011)
H (-6.88564, 4.90346, -0.75371)
H (-4.15240, 1.02393, 2.14774)
H (-2.41808, 0.91526, 1.93552)
H (-4.48840, -0.19228, 0.31330)
H (-3.72031, 1.04382, -0.77458)
H (-1.59940, 0.74316, -1.15799)
O (0.94264, -0.13328, 4.24851)
P (2.18577, -0.96823, 4.32640)
O (3.32363, 0.13632, 4.73445)
C (3.27343, 0.72591, 6.03092)
C (3.69967, -0.24937, 7.11377)
O (2.51941, -1.13675, 2.72940)
C (1.53771, -0.85098, 1.74301)
C (1.67705, 0.57665, 1.25480)
O (3.21777, -2.24661, 4.61106)
C (2.66831, -3.41406, 5.25241)
C (1.49451, -3.99130, 4.48598)
H (2.26878, 1.11142, 6.23074)
H (3.95572, 1.57608, 6.01585)
H (2.94776, -1.03389, 7.24769)
H (3.82235, 0.26155, 8.06931)
H (4.63682, -0.73830, 6.84837)
H (0.53345, -1.04929, 2.11953)
H (1.70364, -1.53880, 0.91165)
H (1.65604, 1.28909, 2.08146)
H (0.87244, 0.82359, 0.55587)
H (2.63353, 0.71326, 0.74867)
H (2.37181, -3.16165, 6.27446)
H (3.46996, -4.14905, 5.31508)
H (0.64116, -3.30162, 4.49251)
H (1.16797, -4.92974, 4.93413)
H (1.76130, -4.16723, 3.44368)
O (-0.18198, -2.87232, -5.61247)
P (0.97823, -1.93128, -5.63294)
O (2.25723, -2.93672, -5.45483)
C (2.57725, -3.83220, -6.51690)
C (3.19241, -3.10866, -7.70187)
O (0.88616, -1.32807, -4.10870)
C (-0.28942, -1.48561, -3.31620)
C (-0.17830, -2.70899, -2.42827)
O (1.95946, -0.63193, -6.01732)
C (1.50927, 0.25041, -7.06031)
C (0.14070, 0.83628, -6.76930)
H (1.68581, -4.38749, -6.82230)
H (3.29203, -4.55124, -6.11662)
H (2.44459, -2.49158, -8.21086)
H (3.58762, -3.82003, -8.42770)
H (3.99565, -2.44650, -7.37820)
H (-1.18255, -1.52347, -3.94310)
H (-0.37460, -0.60116, -2.70106)
H (0.05143, -3.60277, -3.00734)
H (-1.10573, -2.87456, -1.87737)
H (0.63458, -2.57901, -1.71071)
H (1.50000, -0.28726, -8.01274)
H (2.24616, 1.04920, -7.14096)
H (-0.63168, 0.05819, -6.77774)
H (-0.12634, 1.57937, -7.52123)
H (0.12156, 1.30225, -5.78339)

Output
F_max   0.1481 Eh/bohr
Total charge   +1
LUMO energy   -3.53 eV
HOMO   -11.5 eV